[1]
The molecule C19H17ClFN3O2 at a distorted geometry. Source: the OMol25 dataset; level of theory: the ωB97M-V functional and the def2-TZVPD basis.

Structure (XYZ):
```
43
Properties=species:S:1:pos:R:3
O 1.998 -0.556 2.323
C 2.228 -0.452 1.125
C 3.627 -0.535 0.701
C 4.074 -0.225 -0.555
C 5.484 -0.462 -1.010
C 6.537 -0.962 -0.187
C 7.838 -1.153 -0.732
C 8.061 -0.905 -2.077
C 7.035 -0.433 -2.886
C 5.791 -0.202 -2.377
F 4.804 0.211 -3.232
N 1.213 -0.204 0.175
C -0.163 -0.091 0.366
C -0.921 -0.422 1.508
C -2.309 -0.289 1.549
C -2.989 0.242 0.465
N -4.380 0.474 0.550
C -4.885 1.080 1.801
C -6.295 1.728 1.653
N -7.228 0.920 0.848
C -6.801 0.057 -0.156
O -7.679 -0.361 -0.921
C -5.313 -0.355 -0.284
C -2.253 0.588 -0.684
Cl -2.975 1.344 -2.081
C -0.857 0.390 -0.733
H 4.294 -0.994 1.413
H 3.342 0.091 -1.311
H 6.421 -1.178 0.878
H 8.637 -1.555 -0.099
H 9.064 -1.071 -2.430
H 7.153 -0.297 -3.947
H 1.542 -0.151 -0.759
H -0.360 -0.793 2.354
H -2.868 -0.549 2.394
H -4.963 0.285 2.579
H -4.209 1.862 2.150
H -6.188 2.658 1.125
H -6.732 1.862 2.643
H -8.183 1.292 0.762
H -5.003 -0.236 -1.325
H -5.256 -1.395 0.042
H -0.331 0.742 -1.621
```

The SMILES is O=C(/C=C/c1ccccc1F)Nc1ccc(N2CCNC(=O)C2)c(Cl)c1. For the total energy, the calculation gives -1609.02262 a.u. The HOMO-LUMO gap is 7.531 eV. For the HOMO energy, the calculation gives -8.1 eV. The charge is 0.

natural (NBO) atomic charge list, values in e, 2 entries: -0.588, 0.633

***

[2]
The molecule C19H17F3N4O4S2 at a distorted geometry. Source: the OMol25 dataset; level of theory: the ωB97M-V functional and the def2-TZVPD basis.

Structure (XYZ):
```
49
Properties=species:S:1:pos:R:3
O -4.200 -4.178 0.502
S -3.248 -4.585 -0.542
O -3.961 -4.800 -1.773
N -2.574 -6.000 -0.050
C -3.449 -7.045 0.126
N -2.760 -8.129 0.086
C -3.595 -9.251 0.217
N -4.894 -9.046 0.333
S -5.183 -7.346 0.242
C -1.888 -3.420 -0.735
C -1.468 -3.033 -2.013
C -0.547 -1.990 -2.157
F -0.220 -1.536 -3.358
C -0.060 -1.321 -1.006
C 0.875 -0.108 -1.142
O 0.882 0.747 0.061
C 1.375 2.096 -0.223
O 0.558 2.850 -1.154
C -0.706 3.231 -0.601
C -0.544 4.103 0.648
N 0.322 3.448 1.636
C 1.586 2.899 1.120
C 2.616 3.987 0.977
C 3.615 4.140 1.974
C 4.569 5.165 1.860
C 4.524 6.039 0.780
F 5.463 7.010 0.611
C 3.564 5.895 -0.183
C 2.633 4.856 -0.118
C -0.512 -1.698 0.256
C -1.429 -2.761 0.408
F -1.812 -3.105 1.671
H -1.719 -6.263 -0.558
H -3.197 -10.257 0.175
H -1.934 -3.458 -2.863
H 1.883 -0.487 -1.384
H 0.562 0.564 -1.955
H 2.359 1.999 -0.677
H -1.302 2.372 -0.313
H -1.276 3.774 -1.370
H -1.503 4.233 1.117
H -0.161 5.101 0.378
H 0.552 4.091 2.413
H 1.934 2.215 1.883
H 3.641 3.470 2.823
H 5.386 5.271 2.557
H 3.498 6.618 -0.967
H 1.905 4.843 -0.894
H -0.156 -1.200 1.180
```

The SMILES is O=S(=O)(Nc1ncns1)c1cc(F)c(CO[C@H]2OCCN[C@@H]2c2ccc(F)cc2)cc1F. For the total energy, the calculation gives -2350.09644 a.u. The HOMO-LUMO gap is 8.873 eV. For the HOMO energy, the calculation gives -9.0 eV. The charge is 0.

natural (NBO) atomic charge list, values in e, 2 entries: -0.916, 2.265

***

[3]
The molecule C19H17F4N5 at a distorted geometry. Source: the OMol25 dataset; level of theory: the ωB97M-V functional and the def2-TZVPD basis.

Structure (XYZ):
```
45
Properties=species:S:1:pos:R:3
C -3.392 3.851 1.799
C -2.696 2.482 1.713
C -2.119 2.145 0.568
C -1.398 0.858 0.413
C -0.607 0.544 -0.840
C 0.511 -0.247 -0.607
N 1.196 -0.859 0.370
C 2.364 -1.556 0.088
C 2.950 -2.552 1.129
F 2.170 -2.655 2.284
F 4.165 -1.956 1.394
C 2.787 -1.724 -1.210
C 2.144 -1.138 -2.220
C 2.537 -1.447 -3.656
F 1.972 -2.606 -4.228
F 3.900 -1.747 -3.716
C 1.025 -0.379 -1.978
N 0.229 0.207 -2.882
N -0.831 0.770 -2.209
C -2.161 0.933 -2.770
C -2.262 0.068 -4.109
C -2.617 2.357 -3.199
C -1.606 -0.173 1.425
C -2.308 0.217 2.617
C -2.658 -0.537 3.709
N -3.354 0.402 4.487
N -3.403 1.610 3.906
C -2.739 1.547 2.755
H -3.496 4.204 2.847
H -4.292 3.815 1.130
H -2.736 4.604 1.300
H -1.925 2.983 -0.094
H 3.225 -3.462 0.751
H 3.711 -2.285 -1.233
H 2.359 -0.557 -4.178
H -2.922 0.519 -2.016
H -2.025 -0.994 -3.957
H -1.490 0.464 -4.833
H -3.227 0.123 -4.532
H -3.380 2.204 -3.953
H -1.844 3.055 -3.574
H -3.057 2.927 -2.284
H -1.133 -1.096 1.377
H -2.389 -1.661 3.929
H -3.231 0.462 5.492
```

The SMILES is Cc1cc(-c2c3nc(C(F)F)cc(C(F)F)c3nn2C(C)C)cc2c[nH]nc12. For the total energy, the calculation gives -1407.32999 a.u. The HOMO-LUMO gap is 6.983 eV. For the HOMO energy, the calculation gives -7.9 eV. The charge is 0.

natural (NBO) atomic charge list, values in e, 2 entries: -0.640, -0.014

***

> Number 1 is which compound?

C19H17ClFN3O2

***

What did the first record say?
The molecule C19H17ClFN3O2 at a distorted geometry. Source: the OMol25 dataset; level of theory: the ωB97M-V functional and the def2-TZVPD basis.

Structure (XYZ):
```
43
Properties=species:S:1:pos:R:3
O 1.998 -0.556 2.323
C 2.228 -0.452 1.125
C 3.627 -0.535 0.701
C 4.074 -0.225 -0.555
C 5.484 -0.462 -1.010
C 6.537 -0.962 -0.187
C 7.838 -1.153 -0.732
C 8.061 -0.905 -2.077
C 7.035 -0.433 -2.886
C 5.791 -0.202 -2.377
F 4.804 0.211 -3.232
N 1.213 -0.204 0.175
C -0.163 -0.091 0.366
C -0.921 -0.422 1.508
C -2.309 -0.289 1.549
C -2.989 0.242 0.465
N -4.380 0.474 0.550
C -4.885 1.080 1.801
C -6.295 1.728 1.653
N -7.228 0.920 0.848
C -6.801 0.057 -0.156
O -7.679 -0.361 -0.921
C -5.313 -0.355 -0.284
C -2.253 0.588 -0.684
Cl -2.975 1.344 -2.081
C -0.857 0.390 -0.733
H 4.294 -0.994 1.413
H 3.342 0.091 -1.311
H 6.421 -1.178 0.878
H 8.637 -1.555 -0.099
H 9.064 -1.071 -2.430
H 7.153 -0.297 -3.947
H 1.542 -0.151 -0.759
H -0.360 -0.793 2.354
H -2.868 -0.549 2.394
H -4.963 0.285 2.579
H -4.209 1.862 2.150
H -6.188 2.658 1.125
H -6.732 1.862 2.643
H -8.183 1.292 0.762
H -5.003 -0.236 -1.325
H -5.256 -1.395 0.042
H -0.331 0.742 -1.621
```

The SMILES is O=C(/C=C/c1ccccc1F)Nc1ccc(N2CCNC(=O)C2)c(Cl)c1. For the total energy, the calculation gives -1609.02262 a.u. The HOMO-LUMO gap is 7.531 eV. For the HOMO energy, the calculation gives -8.1 eV. The charge is 0.

natural (NBO) atomic charge list, values in e, 2 entries: -0.588, 0.633

***

> Which value of charge does entry 2 give?

0